(1)
DFT (ωB97M-V/def2-TZVPD) results for C6H6O as an isolated structure at a distorted geometry.

## Properties
- E_tot (a.u.) = -307.28865
- charge = 0
- strongest force on any atom (eV/A) = 3.220
- energy relative to the best compared isomer or geometry (same formula, charge and spin) (eV) = 4.756
- HOMO (eV) = -8.735

Positions of all 13 atoms, in Å:
C (-1.2517, -0.9858, -0.6157)
C (-1.9746, 0.0476, 0.1103)
C (-0.1027, -0.8504, 0.1139)
C (-0.4912, 0.5233, 0.2681)
C (1.1308, -1.5018, 0.3345)
C (0.2764, 1.6446, -0.2518)
O (-3.1350, 0.2851, 0.4332)
H (1.7276, -1.3244, -0.5318)
H (1.0334, -2.6964, 0.3498)
H (1.6394, -0.9277, 1.1487)
H (-0.0860, 1.9195, -1.2557)
H (1.3082, 1.3039, -0.3896)
H (-0.0745, 2.5626, 0.2860)

(2)
DFT (ωB97M-V/def2-TZVPD) results for C6H6O as an isolated structure at a distorted geometry.

## Properties
- E_tot (a.u.) = -307.30396
- charge = 0
- strongest force on any atom (eV/A) = 1.114
- energy relative to the best compared isomer or geometry (same formula, charge and spin) (eV) = 4.339
- HOMO (eV) = -9.311

Positions of all 13 atoms, in Å:
C (2.6754, 0.6447, -0.0099)
C (1.4927, 0.4154, 0.0222)
C (0.1097, 0.0463, -0.0888)
C (-1.0026, 1.1129, -0.2223)
C (-1.1186, 0.0313, 0.7992)
O (-1.5462, -1.2662, 0.3698)
C (-0.3649, -1.4421, -0.4121)
H (3.7288, 0.8187, -0.0050)
H (-1.6525, 1.2967, -1.0799)
H (-0.7202, 2.0653, 0.2577)
H (-1.2904, 0.2030, 1.8491)
H (0.2280, -2.2986, -0.0100)
H (-0.5391, -1.6272, -1.4701)

(3)
DFT (ωB97M-V/def2-TZVPD) results for C6H6O2 in the gas phase at a distorted geometry.

## Properties
- E_tot (a.u.) = -382.51351
- structure (SMILES) = C1=C[C@H]2O[C@@H]2[C@H]2O[C@@H]12
- charge = 0
- strongest force on any atom (eV/A) = 3.217
- energy relative to the best compared isomer or geometry (same formula, charge and spin) (eV) = 4.687
- HOMO (eV) = -9.457

Positions of all 14 atoms, in Å:
C (0.5908, 1.3319, -0.1053)
C (-0.7426, 1.3850, -0.3222)
C (-1.2950, 0.1054, 0.2180)
O (-2.1149, -1.0224, -0.0746)
C (-0.7655, -1.0022, -0.4431)
C (0.5619, -1.3049, 0.2098)
O (1.6869, -0.9836, -0.6359)
C (1.2831, -0.0018, 0.3285)
H (1.1907, 2.1880, -0.2594)
H (-1.2992, 2.2371, -0.6580)
H (-1.0409, 0.0772, 1.2769)
H (-0.7055, -0.9781, -1.5416)
H (0.6987, -2.1280, 0.8607)
H (1.9514, 0.0964, 1.1462)

(4)
DFT (ωB97M-V/def2-TZVPD) results for C6H6O2 in the gas phase at a distorted geometry.

## Properties
- E_tot (a.u.) = -382.61270
- structure (SMILES) = COC1=CC(=O)C=C1
- charge = 0
- strongest force on any atom (eV/A) = 3.993
- energy relative to the best compared isomer or geometry (same formula, charge and spin) (eV) = 1.987
- HOMO (eV) = -8.751

Positions of all 14 atoms, in Å:
C (1.2454, -1.1930, -1.4695)
O (0.5004, -1.4967, -0.1928)
C (-0.1121, -0.4409, 0.1721)
C (-0.1406, 0.7550, -0.4839)
C (-0.9742, 1.6117, 0.4043)
O (-1.4522, 2.7010, 0.0936)
C (-1.1145, 0.8309, 1.7793)
C (-0.6813, -0.4177, 1.5317)
H (0.5826, -0.7270, -2.2723)
H (1.5941, -2.1570, -1.6880)
H (2.1197, -0.4139, -1.4350)
H (0.2781, 0.9063, -1.4198)
H (-1.2280, 1.3049, 2.7848)
H (-0.6175, -1.2637, 2.1955)

(5)
DFT (ωB97M-V/def2-TZVPD) results for C6H6O2 as an isolated structure at a distorted geometry.

## Properties
- E_tot (a.u.) = -382.52005
- charge = 0
- strongest force on any atom (eV/A) = 5.649
- energy relative to the best compared isomer or geometry (same formula, charge and spin) (eV) = 4.509
- HOMO (eV) = -10.071

Positions of all 14 atoms, in Å:
C (0.3992, 0.9030, 1.6503)
C (0.3499, 0.1456, 0.2916)
C (0.3381, -1.2898, -1.0943)
C (-1.1863, -0.5131, -1.2256)
C (-1.1151, 0.4065, -0.1969)
C (1.2448, 0.0306, -0.9542)
H (1.3447, 0.8332, 2.1208)
H (-0.4591, 0.4831, 2.4240)
H (0.0451, 1.9971, 1.3977)
H (0.0562, -2.1794, -1.8731)
H (-2.0341, -0.8149, -1.9072)
H (-1.8561, 0.9856, 0.3263)
O (0.4921, -1.4085, 0.3678)
O (2.3805, 0.4211, -1.3273)

(6)
DFT (ωB97M-V/def2-TZVPD) results for C6H6O2S in the gas phase at a distorted geometry.

## Properties
- E_tot (a.u.) = -780.73103
- charge = 0
- strongest force on any atom (eV/A) = 4.691
- energy relative to the best compared isomer or geometry (same formula, charge and spin) (eV) = 3.985
- HOMO (eV) = -9.319

Positions of all 15 atoms, in Å:
C (-1.2395, -1.7365, -2.0476)
C (-1.1198, -0.7248, -1.4193)
C (1.4507, 1.4628, -0.8170)
C (0.4921, 0.7519, -0.2201)
C (-0.7677, 0.5689, -1.0506)
C (0.3677, 0.0387, 1.0849)
O (0.6042, 3.2801, -2.5251)
O (-0.2929, 0.9457, -2.5948)
S (1.0503, 1.9109, -2.5688)
H (-1.5471, -2.6633, -2.4374)
H (2.3905, 1.8024, -0.4939)
H (-1.6035, 1.2121, -0.9866)
H (-0.3839, 0.4729, 1.6795)
H (1.3418, 0.0084, 1.7200)
H (-0.0285, -0.9901, 0.8544)

(7)
DFT (ωB97M-V/def2-TZVPD) results for C6H6O3 in the gas phase at a distorted geometry.

## Properties
- E_tot (a.u.) = -457.84115
- structure (SMILES) = O=C=C[C@@H]1COC=C1O
- charge = 0
- strongest force on any atom (eV/A) = 3.773
- energy relative to the best compared isomer or geometry (same formula, charge and spin) (eV) = 2.611
- HOMO (eV) = -8.359

Positions of all 15 atoms, in Å:
O (-4.1632, 0.3433, -0.1065)
C (-3.0304, 0.2962, 0.2112)
C (-1.8161, 0.2810, 0.6755)
C (-0.6439, -0.0461, -0.2642)
C (-0.2385, -1.4637, -0.2491)
O (0.9859, -1.6155, 0.3997)
C (1.5525, -0.3048, 0.4323)
C (0.7316, 0.6889, 0.0573)
O (0.8187, 2.0264, -0.0770)
H (-1.7491, -0.0310, 1.6876)
H (-1.0713, 0.4214, -1.1367)
H (-0.8988, -2.1385, 0.2627)
H (-0.3461, -1.8593, -1.2904)
H (2.6269, -0.1783, 0.7662)
H (1.6506, 2.3613, -0.2055)

(8)
DFT (ωB97M-V/def2-TZVPD) results for C6H6O3 in the gas phase at a distorted geometry.

## Properties
- E_tot (a.u.) = -457.72195
- structure (SMILES) = C=C1OC[C@@H]2O[C@@]12C=O
- charge = 0
- strongest force on any atom (eV/A) = 3.275
- energy relative to the best compared isomer or geometry (same formula, charge and spin) (eV) = 5.855
- HOMO (eV) = -9.560

Positions of all 15 atoms, in Å:
C (1.6058, -1.1628, -1.1267)
C (0.5998, -0.5660, -0.5416)
O (-0.3349, 0.1810, -1.4069)
C (-1.4529, 0.6591, -0.5554)
C (-1.2971, -0.5115, 0.4690)
O (-0.7739, -0.7915, 1.7235)
C (0.2262, -0.1837, 0.8241)
C (0.6665, 1.0896, 1.3994)
O (-0.0328, 1.5529, 2.3245)
H (2.4526, -1.5475, -0.5072)
H (1.7898, -0.9216, -2.2484)
H (-1.3641, 1.6416, -0.0970)
H (-2.3872, 0.5266, -1.1857)
H (-1.3478, -1.4424, -0.1350)
H (1.6500, 1.4761, 1.0634)

(9)
DFT (ωB97M-V/def2-TZVPD) results for C6H6O5SSm as an isolated structure at a distorted geometry.

## Properties
- E_tot (a.u.) = -1663.37303
- spin multiplicity = 6
- charge = +3
- strongest force on any atom (eV/A) = 9.412
- energy relative to the best compared isomer or geometry (same formula, charge and spin) (eV) = 0.714
- HOMO (spin up / spin down) (eV) = -22.577 / -22.600

Positions of all 19 atoms, in Å:
Sm (-0.3838, 0.7370, -1.5638)
O (-2.6564, 0.0594, -4.2426)
C (-1.9094, 0.3451, -3.4495)
C (-0.3975, 2.4348, 0.2216)
O (-0.7088, 3.1229, 1.0856)
C (2.0676, 0.4535, -1.3805)
O (3.1272, 0.0170, -1.4055)
C (0.7168, 2.7598, -2.3941)
O (1.0540, 3.6890, -3.0322)
C (-0.9454, -2.4269, 1.5976)
S (-0.8308, -0.6655, 1.4425)
C (0.8495, -0.4055, 2.0093)
O (-0.5759, -0.7472, -0.1159)
H (-0.9797, -2.6515, 2.6558)
H (-0.0674, -2.8576, 1.1124)
H (-1.8515, -2.7710, 1.0915)
H (1.5098, -1.0026, 1.3759)
H (1.1136, 0.6533, 1.9454)
H (0.8679, -0.7440, 3.0466)

(10)
DFT (ωB97M-V/def2-TZVPD) results for C6H6OS as an isolated structure at a distorted geometry.

## Properties
- E_tot (a.u.) = -705.52201
- charge = 0
- strongest force on any atom (eV/A) = 3.907
- energy relative to the best compared isomer or geometry (same formula, charge and spin) (eV) = 2.837
- HOMO (eV) = -8.810

Positions of all 14 atoms, in Å:
C (-0.3203, -0.1142, 2.0726)
C (-0.3898, -0.0427, 0.5510)
C (-0.4843, -1.1017, -0.3568)
C (-0.1215, -0.3716, -1.6754)
C (0.0307, 1.0861, -0.3949)
C (1.1701, 0.3838, -1.1952)
H (0.6719, 0.0976, 2.4322)
H (-0.5089, -1.1563, 2.2961)
H (-1.0947, 0.5849, 2.5630)
H (-0.7508, -2.1184, -0.2384)
H (-0.1260, -0.9235, -2.6025)
H (0.0850, 2.1018, -0.1993)
O (-0.8497, 0.8840, -1.6612)
S (2.6883, 0.6902, -1.5913)

(11)
DFT (ωB97M-V/def2-TZVPD) results for C6H6OS in the gas phase.

## Properties
- E_tot (a.u.) = -705.57282
- structure (SMILES) = S=C[C@@H]1[C@H]2C=CO[C@@H]12
- charge = 0
- strongest force on any atom (eV/A) = 0.793
- energy relative to the best compared isomer or geometry (same formula, charge and spin) (eV) = 1.454
- HOMO (eV) = -8.601

Positions of all 14 atoms, in Å:
S (-0.5069, 1.2628, 3.3722)
C (0.0330, 1.2505, 1.8415)
C (-0.2696, 0.2312, 0.8343)
C (0.8240, -0.0834, -0.2017)
C (0.6140, -1.3790, -0.9179)
C (-0.5478, -1.2773, -1.5798)
O (-1.1635, -0.0639, -1.4701)
C (-0.3670, 0.7107, -0.6120)
H (0.7156, 2.0735, 1.5155)
H (-0.9290, -0.5766, 1.1539)
H (1.8157, 0.3187, -0.0732)
H (1.2597, -2.2435, -0.8688)
H (-1.0806, -1.9992, -2.1611)
H (-0.3975, 1.7754, -0.8327)

(12)
DFT (ωB97M-V/def2-TZVPD) results for C6H6OS in the gas phase at a distorted geometry.

## Properties
- E_tot (a.u.) = -705.47999
- structure (SMILES) = C#C[C@@]12CSC[C@@H]1O2
- charge = 0
- strongest force on any atom (eV/A) = 4.264
- energy relative to the best compared isomer or geometry (same formula, charge and spin) (eV) = 3.980
- HOMO (eV) = -8.971

Positions of all 14 atoms, in Å:
C (-2.9918, -0.4865, -0.1647)
C (-1.7907, -0.4528, -0.1330)
C (-0.3415, -0.1716, 0.4095)
C (0.5984, -1.3103, 0.4053)
S (2.2655, -0.7179, 0.1890)
C (1.7311, 0.7807, -0.5216)
C (0.3369, 1.1248, 0.1409)
O (-0.1710, 0.8167, 1.3864)
H (-3.9408, -0.3843, -0.5187)
H (0.4814, -1.4987, 1.5351)
H (0.1169, -1.9754, -0.2518)
H (2.4367, 1.6190, -0.3464)
H (1.5290, 0.7419, -1.7776)
H (-0.2601, 1.9144, -0.3522)

> Look up the strongest force on any atom of the third one.

3.217 eV/A

> What is the strongest force on any atom in the third record?

3.217 eV/A